Record 1
Molecular formula: C69H164N4O15
Method: DFT, ωB97M-V/def2-TZVPD

Each line ends with the Löwdin charge.
Cartesian coordinates (Å):
H1 -8.696 -0.192 1.890  0.12
C1 -5.509 0.947 1.567  -0.48
C2 -1.490 0.252 6.240  -0.05
H2 -2.123 -2.868 -6.263  0.08
H3 -5.434 -1.595 4.272  0.07
C3 -7.296 -2.269 2.426  -0.04
H4 -0.326 -2.280 0.154  0.09
C4 0.928 -0.593 -0.311  -0.45
H5 1.091 -8.358 -0.930  0.08
H6 -4.698 0.730 7.389  0.08
H7 -6.480 2.898 1.618  0.12
C5 1.299 0.604 3.322  -0.01
C6 2.965 2.062 -7.324  -0.50
O1 -2.998 -2.433 3.887  -0.08
H8 -7.304 1.645 0.629  0.12
H9 1.785 -5.512 -2.109  0.04
H10 -0.960 -5.426 0.197  0.06
H11 1.345 2.440 -4.948  0.09
H12 -0.515 2.060 0.777  0.05
C7 -1.197 -3.827 4.351  -0.05
H13 5.846 3.794 0.427  0.13
H14 -2.402 -1.012 0.999  0.08
H15 -0.912 -4.576 -1.339  0.06
C8 -3.635 0.972 7.338  -0.05
C9 0.949 0.539 -1.343  0.00
H16 5.395 -2.568 3.004  0.06
H17 6.788 -3.450 0.995  0.08
H18 1.794 -2.441 2.026  0.06
H19 0.156 -0.832 -5.745  0.06
H20 -4.619 2.174 0.035  0.07
H21 1.414 -3.048 -4.226  0.06
C10 2.242 -1.255 6.960  -0.51
H22 3.093 -2.519 3.197  0.07
C11 0.193 -6.408 -1.390  -0.49
H23 4.959 -0.846 3.037  0.08
H24 -3.015 7.033 -2.188  0.10
H25 3.387 -2.454 -3.274  0.07
C12 0.637 0.516 1.958  -0.49
H26 -0.647 5.459 -5.812  0.08
H27 2.025 -3.338 6.524  0.10
H28 -5.660 0.889 -0.588  0.09
H29 -4.431 6.595 4.610  0.08
C13 0.888 -3.379 -5.121  -0.05
H30 1.553 -1.724 8.742  0.08
C14 1.813 1.466 -5.100  -0.16
H31 3.991 0.023 6.520  0.09
N1 -5.848 -0.441 1.851  -0.09
H32 3.587 0.411 -4.701  0.12
O2 5.217 2.873 -7.261  0.00
O3 2.391 -1.449 8.360  -0.04
O4 2.786 0.363 0.896  -0.04
C15 1.976 1.150 -6.594  -0.14
H33 -3.496 3.679 4.794  0.06
H34 -1.715 6.482 4.622  0.08
C16 -2.479 -3.973 2.210  -0.05
C17 -4.294 5.955 3.736  -0.06
O5 5.356 -1.295 0.509  -0.06
N2 -1.617 5.818 -2.517  -0.11
H35 5.841 -0.881 -0.218  0.10
C18 2.350 -3.121 2.671  -0.04
H36 -5.889 -5.521 -1.313  0.08
O6 3.246 -4.659 -1.687  -0.10
H37 4.360 4.451 -5.457  0.08
H38 -0.997 0.163 7.206  0.08
H39 -1.375 0.110 2.850  0.11
H40 -3.423 -2.032 -1.721  0.09
C19 4.321 -4.329 -2.606  -0.44
H41 -2.383 4.082 0.319  0.07
H42 -0.670 -6.908 -1.843  0.13
C20 4.789 2.504 -0.915  -0.05
H43 0.533 -4.598 -0.243  0.06
H44 -4.015 0.521 -0.038  0.06
H45 -0.210 -1.051 -3.997  0.06
H46 4.997 -5.173 -4.461  0.08
C21 -4.512 1.496 2.619  -0.02
H47 -1.014 4.104 -4.694  0.07
O7 0.997 -5.986 -2.462  -0.07
C22 -6.848 -0.859 2.827  -0.51
H48 0.119 1.231 -1.183  0.06
H49 -2.904 4.803 2.677  0.11
H50 -2.687 -3.494 -2.247  0.07
H51 3.096 -5.773 3.611  0.08
H52 -3.565 2.046 7.158  0.07
H53 -3.636 -2.129 3.221  0.06
H54 -1.148 -3.672 5.433  0.08
C23 1.502 -2.403 6.308  -0.06
C24 4.235 2.393 -5.109  -0.51
H55 3.805 2.038 -0.938  0.06
H56 -3.162 -1.653 5.537  0.03
H57 -0.945 -1.396 -1.119  0.12
H58 5.073 3.121 -1.767  0.06
H59 -5.155 -3.601 -2.718  0.14
H60 -8.183 -2.554 2.997  0.09
H61 0.777 3.534 -3.120  0.09
H62 -1.053 -3.301 -4.320  0.13
C25 4.860 3.320 0.380  -0.48
C26 -6.329 -0.951 4.258  -0.02
C27 5.776 -1.553 2.883  -0.04
H63 2.392 1.135 -9.207  0.09
C28 0.244 1.968 1.554  -0.01
H64 -4.579 -5.154 -0.141  0.07
H65 1.461 -2.267 5.226  0.04
C29 -2.552 -3.761 3.701  -0.46
C30 -2.637 4.350 4.753  -0.06
H66 -1.019 8.128 -3.157  0.09
C31 -4.900 1.126 0.158  -0.02
H67 1.290 3.263 -7.985  0.09
H68 1.579 -0.376 6.885  0.13
C32 4.098 -5.182 -3.841  -0.04
H69 5.231 -4.677 -2.110  0.14
H70 -6.542 -3.022 2.677  0.08
H71 2.289 4.148 -6.813  0.07
H72 -4.207 -5.718 -1.771  0.08
H73 -4.030 2.426 2.292  0.07
C33 -4.891 -5.100 -1.183  -0.04
H74 3.855 1.914 1.181  0.04
H75 -3.655 0.815 2.669  0.07
H76 1.137 6.621 -2.879  0.12
C34 -0.311 -5.162 -0.645  -0.04
H77 1.155 2.491 1.250  0.08
C35 -2.904 5.342 3.628  -0.49
C36 -0.793 6.007 -3.715  -0.50
H78 0.839 -4.470 -5.027  0.08
H79 1.480 -3.256 -6.030  0.09
H80 -3.386 0.432 5.200  0.11
H81 -2.913 3.625 -3.229  0.08
O8 -1.953 6.416 3.694  -0.05
H82 2.906 4.145 0.547  0.06
H83 0.012 7.893 -4.492  0.08
C37 -0.504 -1.311 -5.017  -0.05
H84 1.849 -7.021 -0.077  0.07
H85 -0.627 -2.993 3.927  0.06
H86 1.853 4.401 -2.067  0.10
C38 -0.671 -0.270 2.107  -0.12
O9 -4.762 -1.321 1.719  -0.04
H87 3.855 2.044 -9.353  0.08
H88 5.072 -2.711 -3.627  0.09
H89 2.815 3.984 -4.654  0.05
H90 5.641 1.932 -3.457  0.05
H91 4.312 4.083 -3.709  0.07
H92 -2.217 5.308 -5.295  0.09
O10 -1.230 -3.213 -6.326  -0.04
N3 1.487 -0.182 1.000  -0.08
C39 -0.469 -1.233 -0.145  -0.12
H93 -3.230 5.240 -0.524  0.08
H94 1.650 -3.530 3.408  0.07
N4 4.219 2.161 -6.555  -0.10
H95 0.460 -2.431 6.632  0.07
C40 0.672 5.762 -3.370  -0.13
H96 -7.457 -2.459 1.363  0.07
H97 3.238 1.465 -3.390  0.10
H98 4.480 -4.580 3.491  0.07
H99 -7.207 1.818 3.684  0.10
C41 -1.587 4.589 -1.715  -0.48
H100 -4.983 -1.781 0.894  0.08
C42 3.304 1.401 -8.666  -0.04
H101 -1.739 3.765 4.540  0.07
C43 7.358 -2.539 1.203  -0.04
O11 -5.603 -2.836 -0.824  -0.07
C44 -0.517 -2.828 -5.156  -0.49
H102 -1.743 0.406 0.379  0.10
H103 5.623 1.798 -0.872  0.08
H104 3.334 -0.423 0.752  0.07
H105 3.941 5.117 -0.503  0.07
H106 6.516 -1.349 3.655  0.09
C45 -2.190 4.927 -0.346  -0.04
C46 0.884 4.475 -2.570  -0.17
H107 -2.929 -3.209 -0.548  0.06
H108 1.892 1.080 -1.261  0.06
C47 2.307 3.414 -7.624  -0.03
C48 3.553 -0.950 6.290  -0.05
H109 2.243 1.151 3.229  0.09
C49 -3.411 -3.111 -1.522  -0.06
H110 0.592 1.085 3.991  0.08
C50 -0.915 7.513 -4.053  -0.03
H111 0.046 3.413 -0.869  0.08
H112 -1.756 5.769 0.190  0.09
H113 1.841 -2.576 -0.134  0.06
H114 2.868 -1.311 -0.902  0.07
C51 6.390 -1.386 1.491  -0.47
H115 4.669 -2.305 -1.985  0.06
H116 -0.628 -4.753 4.240  0.09
H117 2.280 -4.915 1.444  0.12
H118 0.902 0.201 -2.379  0.06
H119 0.307 -7.510 0.454  0.07
H120 6.992 -0.475 1.585  0.14
H121 -1.502 2.713 -2.758  0.07
O12 -2.955 6.235 -2.725  -0.02
O13 4.590 2.474 1.477  -0.05
H122 -1.734 7.737 -4.735  0.08
C52 -2.281 3.377 -2.373  0.00
C53 -8.064 0.084 2.736  -0.13
H123 -4.542 6.501 2.827  0.08
O14 3.893 -3.823 0.976  -0.09
H124 -2.977 2.800 -1.760  0.06
H125 1.565 -2.140 -1.768  0.08
H126 3.971 -6.237 -3.581  0.09
H127 -2.450 4.853 5.705  0.09
H128 -4.831 1.689 3.644  0.06
H129 -3.503 -3.859 1.839  0.08
H130 3.932 0.521 -8.519  0.09
C54 -1.203 5.153 -4.919  -0.03
H131 4.874 3.785 -7.278  0.09
C55 5.573 1.956 -4.544  -0.04
O15 -3.420 -1.196 6.357  -0.08
H132 4.355 -5.944 2.370  0.08
H133 3.508 -4.433 -0.781  0.06
C56 4.304 -2.855 -2.852  -0.05
C57 -0.093 4.357 -1.410  -0.15
C58 0.894 -7.395 -0.463  -0.05
H134 2.840 3.980 -8.396  0.08
H135 3.409 -0.873 5.207  0.05
H136 -5.946 -0.018 4.670  0.07
H137 5.901 0.961 -4.851  0.09
H138 -1.059 -0.519 5.586  0.06
H139 1.334 5.669 -4.238  0.11
H140 -6.888 -1.591 4.945  0.10
H141 -8.621 2.129 2.706  0.11
H142 1.209 0.715 -4.587  0.07
H143 1.668 -0.361 3.684  0.06
H144 3.196 -4.943 -4.403  0.07
C59 3.783 -5.232 2.963  -0.03
H145 6.356 2.635 -4.902  0.09
H146 -1.147 1.126 5.671  0.06
H147 4.404 -3.071 1.303  0.04
H148 -6.540 -3.039 -0.903  0.09
H149 2.205 0.096 -6.761  0.12
C60 -4.798 -3.642 -1.685  -0.46
H150 -3.115 0.728 8.262  0.08
H151 0.960 1.287 -6.979  0.12
H152 -8.643 -0.087 3.648  0.12
C61 -6.754 1.844 1.551  -0.13
C62 3.892 3.835 -4.683  0.00
C63 3.212 1.419 -4.482  -0.13
H153 -0.206 2.486 2.405  0.08
C64 3.002 -4.311 2.000  -0.44
H154 4.071 5.218 1.272  0.08
C65 1.865 -1.720 -0.805  -0.02
H155 -2.173 -4.982 1.914  0.08
C66 3.919 4.548 0.429  -0.05
C67 -1.430 -0.557 0.808  -0.17
C68 -3.022 0.171 6.199  -0.48
H156 -5.013 5.141 3.890  0.07
H157 -0.352 -1.265 2.453  0.10
H158 -1.485 -0.871 -5.223  0.08
C69 -7.685 1.569 2.733  -0.17
H159 4.298 -1.735 6.435  0.09
H160 -1.801 -3.298 1.688  0.07
H161 7.901 -2.360 0.271  0.08
H162 8.036 -2.723 2.033  0.09
H163 0.167 5.063 -0.616  0.12
H164 -3.253 -4.448 4.193  0.15

Its charge is 0. The value obtained for the electronic energy is -4074.80566 Ha. The calculation puts the relative energy (zero: lowest compared OMol25 entry of this formula, charge and spin) at 20.23 kcal/mol. Its HOMO-LUMO gap is 0.32016 hartree. As for the LUMO energy: 0.4 eV.

Record 2
Molecular formula: C17H21BN6O3SV
Method: DFT, ωB97M-V/def2-TZVPD

Each line ends with the Mulliken spin population.
Cartesian coordinates (Å):
O1 0.687 -2.270 1.555  0.00
H1 -2.946 -3.107 -0.313  0.00
H2 -3.608 -0.805 -5.175  0.00
C1 -2.727 -0.518 -4.634  0.01
N1 -0.703 0.273 -4.160  0.05
C2 -2.313 -2.683 0.473  0.01
O2 2.148 -0.300 1.182  0.01
H3 1.035 3.887 -4.045  0.00
S1 0.852 -0.827 1.553  -0.03
C3 -1.583 0.082 -5.159  0.05
C4 2.000 -1.733 -1.829  0.04
C5 2.927 -1.919 -2.858  0.00
C6 -2.496 -0.671 -3.262  0.06
H4 0.397 1.780 2.849  0.00
N2 0.116 1.744 -1.789  -0.05
C7 -0.217 0.616 7.382  0.00
H5 0.236 -1.802 6.280  0.00
H6 1.835 -2.243 -0.892  -0.01
H7 0.286 5.005 -1.636  0.00
O3 -0.274 -0.147 0.744  0.04
N3 0.594 2.079 -3.069  0.02
H8 -0.362 1.682 7.573  0.00
B1 0.724 0.897 -4.089  0.00
N4 -1.267 -0.186 -2.966  -0.08
C8 0.344 1.017 3.617  0.00
C9 0.294 3.969 -1.911  0.00
C10 0.481 -1.318 4.205  0.00
H9 -1.311 -3.120 0.442  -0.01
C11 0.251 -1.002 5.537  0.00
H10 -0.435 2.837 -0.073  -0.01
H11 0.602 0.268 8.024  0.00
H12 3.113 -0.787 -4.806  0.00
H13 -2.228 -1.596 0.335  0.00
H14 0.624 -2.352 3.909  0.00
N5 1.603 -0.213 -3.426  0.02
C12 0.109 1.333 4.957  0.00
C13 0.516 -0.312 3.237  0.01
H15 1.132 1.252 -5.156  0.00
V1 -0.325 -0.028 -1.236  2.76
C14 0.053 0.326 5.931  0.00
C15 -0.067 2.897 -1.091  0.05
H16 -1.112 0.089 7.738  0.00
H17 -0.021 2.379 5.238  0.00
C16 2.637 -0.965 -3.845  0.05
C17 0.688 3.417 -3.138  0.05
H18 -1.331 0.399 -6.158  0.00
H19 -2.748 -2.877 1.460  0.00
H20 -3.108 -1.098 -2.482  0.00
H21 3.707 -2.654 -2.857  0.00
N6 1.189 -0.696 -2.164  -0.05

As for the spin multiplicity: 4. Its charge is 0. The value obtained for the electronic energy is -2581.81565 Ha. The calculation puts the relative energy (zero: lowest compared OMol25 entry of this formula, charge and spin) at 0.00 kcal/mol. Its HOMO-LUMO gap (alpha / beta) is 0.28597 / 0.34622 hartree. As for the LUMO energy (alpha / beta): 0.6 / 0.5 eV.